(1)
The following is a quantum chemistry calculation of a structure of composition C60H59ClN7O5S2Ti at a distorted geometry, from the Open Molecules 2025 dataset.

Geometry as XYZ:
```
135
C60H59ClN7O5S2Ti wB97M-V/def2-TZVPD
N -1.78715 -4.32897 -3.00476
N -3.32125 1.53380 3.11117
H -0.85167 4.20995 2.04160
H -3.13698 -2.15574 6.20960
H -3.90443 1.98810 2.42858
C -1.02847 -6.47628 -5.68516
C -6.23990 -4.85389 2.02985
H -1.35100 -3.35483 -4.75595
H -0.08982 1.13780 7.71054
H 1.26017 1.65038 -5.04108
H -2.26452 -5.84234 0.98082
C -4.13881 0.41626 6.57781
H -2.80032 -4.14813 3.60556
C 0.73837 -5.22429 -4.65238
C -4.98702 1.44357 6.97222
C -3.83460 -4.66769 1.80964
H 1.96096 -7.98422 -6.20532
H 1.04757 -4.35450 -4.08301
H -0.44087 -8.26915 -6.71466
O -2.82159 -0.61510 4.84399
C -0.89876 0.89301 -2.49579
H -1.28254 -6.05293 -1.90649
H 2.42415 -3.38637 2.20492
Ti 0.29955 0.32003 0.11002
C 0.70950 1.09917 6.97500
O -0.92799 0.72080 -1.17809
H 1.29166 2.02288 7.02957
H -2.57697 -6.24384 -3.10409
N -1.15993 0.86404 3.52339
C -3.76858 -4.35456 3.16398
Cl -0.75775 1.32666 -7.01376
C -3.16471 -5.22702 -1.30658
C -2.15198 -5.56143 -2.36710
H -2.91044 0.72132 -5.23853
C -4.73392 2.44904 4.81340
C -2.33294 -1.55174 5.78273
C 1.06154 5.09522 2.56092
H -2.95304 0.43818 -2.75675
H -1.77036 -4.23486 1.53304
H 3.08685 5.74553 2.80749
H 0.89176 -2.48634 2.08857
H 4.06891 1.01013 3.50707
C 2.27515 0.97896 4.68766
H 4.39629 -2.53325 0.68219
H -3.91695 -0.38549 7.27006
C -4.91566 -4.29786 3.94597
C -3.59939 0.38781 5.29827
H 1.01491 -3.53300 -0.32064
C -2.83536 2.52761 -0.36728
H 4.04453 -0.84226 1.08108
S -0.25780 -2.16228 -2.84498
H 4.96698 4.85852 1.38664
H -5.17550 -5.16783 0.20403
C 0.90332 0.91654 4.61970
C -0.10549 -7.41406 -6.13844
H 4.01351 -1.37955 -0.61456
C -2.94546 1.39990 0.43670
C -4.09822 0.59473 0.30742
C -5.08811 -4.92183 1.25558
H 2.79267 1.05275 5.63558
C 4.66350 3.33784 -0.08768
C 3.74950 2.48895 -0.73954
C 2.05964 -3.23724 -0.36432
O 1.53609 -0.88810 0.13158
H 1.36269 0.25124 7.20017
C -4.94726 2.07282 -1.40158
C 2.98519 0.95300 3.48958
C -2.54926 -4.78096 1.01127
H -4.04270 -4.79669 -1.80181
C 0.31794 1.27587 -3.13378
H 0.64834 5.75633 3.31250
H 2.91630 0.77496 1.39918
H -5.16871 -2.14594 1.63097
H 2.35163 -1.67289 2.68003
H -2.08180 -6.59620 -5.92242
H -5.95609 0.30633 -0.73398
H 2.30960 2.01243 -2.90315
C 3.78835 -1.66754 0.41536
H 5.70929 3.30726 -0.37061
H 2.68353 -4.07022 -0.02771
N -2.61105 -4.28779 -0.35304
H -5.23089 -1.79996 -0.10590
H -7.20387 -5.04986 1.57350
N 1.44899 1.70132 -0.99830
H -6.23136 -0.85422 1.03334
O -4.18663 -0.47930 1.11286
C -1.32050 -3.28065 -2.18230
H 2.71039 -6.03599 -4.86603
S -1.41630 -2.02271 0.36974
H -1.93080 3.11831 -0.27465
C 1.24078 -7.25727 -5.84801
H -1.78614 -1.05604 6.59027
H -5.97951 3.24687 6.36514
H -4.96425 3.24352 4.11084
C -0.81341 1.18442 -5.26638
C 1.96563 3.38157 0.63860
C 2.30530 -2.02732 0.53037
C 0.33425 1.39135 -4.53858
H -4.84408 -4.04957 4.99856
C 4.25996 4.19623 0.89820
C 0.90749 0.73666 2.17116
C -2.10602 1.10300 2.59226
H -3.70967 3.75057 -1.89964
C 1.45662 1.61188 -2.36549
C 1.97360 -2.41659 1.97684
C -1.63888 -4.35747 -4.44821
N 0.64224 3.40388 0.92321
C -2.03917 0.72811 -3.26504
C -6.15972 -4.54447 3.38143
H -5.40621 1.44140 7.97070
C 2.89666 4.23689 1.27628
O 0.08607 0.95254 5.72204
C -2.01659 0.86872 -4.64682
C 2.31376 0.82253 2.29404
C 0.23607 0.82092 3.38203
C -0.62021 -5.37090 -4.94468
N -1.87361 1.10106 1.32076
H -7.05592 -4.49430 3.98809
C -1.75454 -3.25254 -0.81161
C 1.65932 -6.16085 -5.10066
H -2.61293 -4.60208 -4.88910
C -5.30370 2.45104 6.07872
C -5.26902 -1.35844 0.89423
C 0.21818 4.22557 1.84384
H -1.64861 -2.18955 5.23157
H 2.30646 -2.99778 -1.39720
C -5.08186 0.93299 -0.61620
C 2.41546 2.47473 -0.38746
H -5.72135 2.32068 -2.11849
H 4.09590 1.79762 -1.49811
H -3.47236 -6.13250 -0.78120
C 2.39719 5.09750 2.27771
C -3.82690 2.87243 -1.27575
H -1.44631 0.99798 4.47502
C -3.85748 1.44806 4.40223
```

## Properties
- gap between HOMO and LUMO (alpha / beta) (eV) = 4.53 / 6.31
- E (Ha) = -5187.42500
- F_max (Eh/bohr) = 0.0347
- net charge = -1
- 2S+1 = 3
- expectation value of S² = 2.04
- ΔE to the lowest compared entry with this formula, charge and spin (eV) = 2.546
- molecular weight (Da) = 1105.63
- highest occupied orbital energy (alpha / beta) (eV) = -2.516 / -4.295

(2)
The following is a quantum chemistry calculation of a structure of composition C60H60N11O2P4SSe2W at a distorted geometry, from the Open Molecules 2025 dataset.

Geometry as XYZ:
```
141
C60H60N11O2P4SSe2W wB97M-V/def2-TZVPD
H -1.46991 8.13727 7.66649
H -1.30287 2.62257 -4.07802
H 3.68148 -4.40610 -2.16641
H 3.03687 -4.51328 5.09142
C 0.33995 -4.10901 -2.35267
C 0.96585 4.16918 -4.02573
C 1.74928 2.17287 1.93729
C -5.39783 -0.07117 -3.64574
C -4.99919 9.82387 8.07267
C 5.63278 -2.95236 2.68538
H 1.29473 3.47749 3.56495
C -3.82963 -2.21504 0.73897
O -3.70363 9.22803 7.98676
C -4.49310 7.82327 6.18455
H 3.53461 3.75317 -3.71257
H 3.39262 2.92988 -2.15153
N 0.90284 -1.20170 1.25819
H -2.84624 0.09156 2.63749
H 0.01303 4.65312 -3.82689
C -4.87576 2.38586 -0.06908
Se -0.54932 -1.50385 -3.59686
C -0.89410 2.21598 1.27588
P 1.07944 -2.45852 -2.49975
H 1.38824 3.03493 -0.91849
H 2.47535 -4.19906 2.71332
H 2.60410 2.70603 -5.67754
N -3.45378 -0.59057 -1.74611
C -0.84248 -6.63097 -2.16489
C -3.64235 -1.41536 -2.77548
H 3.55771 -6.71689 -3.03194
C 0.79446 3.19314 -1.81372
H 5.36126 -2.61347 -6.17094
C 2.45572 -2.44624 0.29048
H -3.03625 -2.31495 -2.77982
N -2.55172 1.54630 -0.35451
C 3.76451 -4.07455 4.41715
N 2.60582 1.88112 -3.77403
H 3.61695 -4.37313 -6.23319
H 2.81374 2.12462 2.13415
H -5.85575 2.44822 -0.53145
C -0.38902 2.04791 -4.12515
C 4.38960 -3.34461 2.20508
H -5.75335 9.08582 8.34800
C 3.45101 -3.90198 3.08019
H -1.52157 -6.29369 -4.18107
H -1.29525 -7.61492 -2.08905
H -0.55982 4.92474 4.58570
C -2.89881 6.31527 5.17010
C -3.50727 8.28782 7.05213
C -3.13267 3.14938 1.39916
H -0.03068 3.84181 -1.56050
H 1.58142 4.79743 -4.66582
C -4.46331 3.29238 0.80398
C 0.44481 -4.85028 -1.17913
H 6.91789 -2.82618 4.40296
H -0.43440 -3.07613 1.95929
C -0.96553 -5.89290 -3.34021
P -2.14068 -1.60233 1.04585
H 0.99723 -4.46596 -0.33454
C 3.49747 -1.60847 -3.53119
H 1.75625 0.00954 -3.44423
C 2.55068 -3.58929 -4.55550
H 1.87903 0.83189 0.27943
C -2.71149 3.90874 2.52008
C -0.14187 -6.10587 -1.08867
H -5.27536 10.30042 7.13127
C -4.18060 6.84335 5.25279
H -5.50206 8.21268 6.23038
H -4.93120 10.57503 8.84927
C 4.52443 -1.62271 -4.46400
C 4.09015 -7.38226 0.25136
C -2.59920 5.29109 4.15365
C 3.76452 -5.24296 -1.48617
H -4.54749 -1.41810 0.56995
N 1.64578 3.85475 -2.81944
H 6.35510 -2.51676 2.00781
C -1.35753 -3.20468 1.40294
N 0.66162 2.88549 -4.82551
N -0.06035 1.37311 0.59995
C 3.95239 -5.00289 -0.12484
C 0.91166 2.92908 2.70669
O -0.94086 -1.70094 -1.81523
C 4.56379 -2.60971 -5.43769
H 3.48873 -0.84964 -2.76648
H -0.50198 -4.06280 -4.34122
P 4.09264 -3.28124 0.42235
H -5.06562 4.14855 1.09351
H 5.30198 -0.86901 -4.41602
C 2.88634 3.13694 -3.09057
H -4.13436 0.50110 0.48768
C 1.21606 1.42139 0.89363
C 4.13121 -6.07934 0.74488
H -1.14852 -3.70934 0.46342
H -4.69539 -1.88517 -4.58374
S -2.31699 2.61113 -1.80523
C -1.41687 3.82303 2.97391
H 0.30396 3.15319 -5.73931
H 1.71633 1.16971 -5.50623
C 5.94376 -3.12793 4.03473
C -0.44281 3.00376 2.35880
N 0.68771 -1.21599 -0.05001
H -5.89713 1.61040 -2.41067
H 4.23997 -8.21616 0.92830
H -2.04817 -3.81377 1.98791
C -1.92500 6.78973 6.05128
C 1.83101 0.94989 -2.92033
N 1.97326 -1.93801 1.47188
H -0.57294 1.16167 -4.71077
C -0.38315 -4.63786 -3.43308
C -4.59558 -1.19382 -3.75564
H 2.40085 0.77697 -2.00393
H -6.14632 0.15499 -4.39748
H 3.84082 -8.63055 -1.47726
C 1.56694 -2.01166 -0.72883
H 4.30736 -5.91065 1.79788
C -2.26964 -0.83480 2.68692
H -0.91043 6.40006 6.02244
H 5.26558 -3.84964 5.93944
C 3.87222 -7.61308 -1.09958
C 3.57774 -3.59588 -5.47936
C -2.22409 2.29679 0.83646
W -1.00092 -0.17486 -0.72046
H -3.81689 -2.85449 -0.14328
C -5.25877 0.74342 -2.53726
H -2.75442 -1.52273 3.38230
H -4.14923 -2.80208 1.60086
H -1.26304 -0.60669 3.03820
P 0.09784 1.52932 -2.38593
C 3.71216 -6.54077 -1.97090
C 5.01558 -3.69655 4.89402
H -4.93957 6.47286 4.57462
C -2.22096 7.76183 6.97850
C 2.51242 -2.60014 -3.55780
Se 5.55380 -2.22332 -0.66714
N -3.43783 4.82011 3.25735
C 1.97620 2.10696 -5.02301
C -4.00527 1.19186 -0.34470
H 1.79374 -4.36283 -4.59068
N -1.35998 4.71327 4.01927
H -0.04212 -6.67408 -0.16884
C -4.27409 0.43958 -1.61267
```

## Properties
- gap between HOMO and LUMO (alpha / beta) (eV) = 5.49 / 5.26
- E (Ha) = -9708.28095
- F_max (Eh/bohr) = 0.0752
- net charge = +2
- 2S+1 = 2
- expectation value of S² = 0.76
- ΔE to the lowest compared entry with this formula, charge and spin (eV) = 4.140
- molecular weight (Da) = 1464.94
- highest occupied orbital energy (alpha / beta) (eV) = -11.154 / -10.927